ORCA calculation (ωB97M-V with the def2-TZVPD basis set) on one molecule with the formula C2H6BNO3 at a distorted geometry.

Cartesian coordinates (Å):
B1 1.351501 -0.077506 -0.222813
C1 -0.639898 -1.201378 -0.551867
C2 -1.586460 0.790318 0.740536
N1 -1.492491 -0.205469 -0.175707
O1 0.609763 -1.155334 -0.032326
O2 2.528267 -0.073682 0.556291
O3 1.198976 1.055018 -0.958204
H1 -0.715612 -1.714300 -1.465373
H2 -0.761901 0.832426 1.525456
H3 -2.656316 0.980887 1.049941
H4 -2.311845 -0.295589 -0.677095
H5 2.497360 -0.620747 1.263781
H6 1.978662 1.685356 -1.052625

Forces on the atoms, in the same order (eV/Å):
B 4.145 2.274 1.621
C -1.007 2.547 1.405
C 0.459 -0.853 1.373
N 1.779 -1.386 0.541
O -1.238 -1.176 0.125
O -0.202 2.794 -3.562
O 0.205 0.786 -1.314
H -0.698 -0.363 -0.980
H -1.271 0.073 -1.252
H 1.547 0.059 -0.476
H -2.132 -0.223 -1.334
H -0.051 -2.847 3.202
H -1.536 -1.684 0.652

## Properties
2S+1   1
Gap between HOMO and LUMO (spin up / spin down)   7.58 / 7.59 eV